DFT (ωB97M-V/def2-TZVPD) results for 5 unconnected molecules or ions with the total composition C64H144O4P4S at a distorted geometry.

**Max |F|**: 6.260 eV/Å
**Relative energy (zero: lowest compared OMol25 entry of this formula, charge and spin)**: 6.899 eV
**Net charge**: +2
**Highest occupied orbital energy**: -0.249 hartree
**Electronic energy**: -124864.19850 eV
**Orbital gap**: 4.26 eV

Last columns: bonded neighbours and bond lengths (Å).
Positions of all 217 atoms, in Å:
1 S 0.05527 0.59945 -0.09884  O2 1.455, O3 1.424, O4 1.407, O5 1.435
2 O 0.93312 0.60811 -1.25878  S1 1.455
3 O 0.86611 0.34334 1.04353  S1 1.424
4 O -0.50284 1.88163 0.05549  S1 1.407
5 O -0.96474 -0.38571 -0.31872  S1 1.435
6 C -9.27188 6.39191 -4.12532  C7 1.515, H23 1.090, H24 1.090, H25 1.090
7 C -8.94193 5.64739 -2.84815  C6 1.515, C8 1.553, H26 1.090, H27 1.090
8 C -7.43221 5.29804 -2.75057  C7 1.553, C9 1.563, H28 1.090, H29 1.090
9 C -7.23014 4.65887 -1.33815  C8 1.563, P10 1.799, H30 1.090, H31 1.090
10 P -5.60624 3.93671 -1.06208  C9 1.799, C11 1.835, C15 1.862, C19 1.843
11 C -5.27294 2.73852 -2.41159  P10 1.835, C12 1.539, H32 1.090, H33 1.090
12 C -6.45223 1.78771 -2.68272  C11 1.539, C13 1.509, H34 1.090, H35 1.090
13 C -6.52221 1.08066 -4.01353  C12 1.509, C14 1.585, H36 1.090, H37 1.090
14 C -7.70006 0.07545 -4.35198  C13 1.585, H38 1.090, H39 1.090, H40 1.090
15 C -4.40810 5.36219 -1.07414  P10 1.862, C16 1.510, H41 1.090, H42 1.090
16 C -3.53468 5.30682 -2.30432  C15 1.510, C17 1.501, H43 1.090, H44 1.090
17 C -2.38593 6.25090 -2.09881  C16 1.501, C18 1.482, H45 1.090, H46 1.090
18 C -2.81184 7.65123 -1.86613  C17 1.482, H47 1.090, H48 1.090, H49 1.090
19 C -5.77450 3.08541 0.56363  P10 1.843, C20 1.544, H50 1.090, H51 1.090
20 C -6.39976 3.93399 1.69166  C19 1.544, C21 1.596, H52 1.090, H53 1.090
21 C -7.95756 3.92584 2.03746  C20 1.596, C22 1.555, H54 1.090, H55 1.090
22 C -8.38585 2.73513 2.94169  C21 1.555, H56 1.090, H57 1.090, H58 1.090
23 H -10.35869 6.46396 -4.16721  C6 1.090
24 H -8.99871 5.73065 -4.94765  C6 1.090
25 H -8.87573 7.39842 -4.25990  C6 1.090
26 H -9.50594 4.72408 -2.71590  C7 1.090
27 H -9.19609 6.29440 -2.00858  C7 1.090
28 H -6.76604 6.15630 -2.83834  C8 1.090
29 H -7.03679 4.65428 -3.53626  C8 1.090
30 H -7.96834 3.88348 -1.13334  C9 1.090
31 H -7.71624 5.34081 -0.64046  C9 1.090
32 H -4.38335 2.15860 -2.16578  C11 1.090
33 H -4.91264 3.19979 -3.33111  C11 1.090
34 H -7.37606 2.35863 -2.77588  C12 1.090
35 H -6.57374 1.14386 -1.81163  C12 1.090
36 H -5.56518 0.56900 -4.11554  C13 1.090
37 H -6.48236 1.84690 -4.78772  C13 1.090
38 H -8.65467 0.59759 -4.41669  C14 1.090
39 H -7.95505 -0.58777 -3.52541  C14 1.090
40 H -7.58011 -0.57530 -5.21814  C14 1.090
41 H -3.82270 5.37057 -0.15472  C15 1.090
42 H -5.02928 6.25646 -1.12420  C15 1.090
43 H -3.96522 5.43872 -3.29696  C16 1.090
44 H -3.18977 4.27374 -2.34771  C16 1.090
45 H -1.63409 6.10601 -2.87459  C17 1.090
46 H -1.89959 5.95065 -1.17068  C17 1.090
47 H -3.70403 7.83587 -2.46447  C18 1.090
48 H -2.02860 8.35147 -2.15647  C18 1.090
49 H -2.95554 7.91353 -0.81796  C18 1.090
50 H -4.78144 2.73163 0.84068  C19 1.090
51 H -6.47030 2.25488 0.44449  C19 1.090
52 H -6.05910 4.93953 1.44479  C20 1.090
53 H -5.84438 3.85079 2.62586  C20 1.090
54 H -8.65376 3.86428 1.20103  C21 1.090
55 H -8.33742 4.75548 2.63370  C21 1.090
56 H -9.46452 2.69764 3.09390  C22 1.090
57 H -7.92981 2.73713 3.93170  C22 1.090
58 H -8.06638 1.80737 2.46703  C22 1.090
59 C 6.54063 -2.44931 -5.71075  C60 1.543, H76 1.090, H77 1.090, H78 1.090
60 C 5.80098 -1.44674 -4.80106  C59 1.543, C61 1.562, H79 1.090, H80 1.090
61 C 6.74004 -0.26778 -4.39293  C60 1.562, C62 1.569, H81 1.090, H82 1.090
62 C 5.84901 0.72933 -3.57231  C61 1.569, P63 1.835, H83 1.090, H84 1.090
63 P 6.65844 1.49597 -2.11439  C62 1.835, C64 1.809, C68 1.819, C72 1.858
64 C 8.31406 2.10848 -2.50919  P63 1.809, C65 1.591, H85 1.090, H86 1.090
65 C 8.32159 3.15253 -3.71028  C64 1.591, C66 1.516, H87 1.090, H88 1.090
66 C 9.70387 3.72722 -3.95231  C65 1.516, C67 1.579, H89 1.090, H90 1.090
67 C 10.28328 4.50162 -2.70396  C66 1.579, H91 1.090, H92 1.090, H93 1.090
68 C 6.73493 0.27287 -0.76950  P63 1.819, C69 1.565, H94 1.090, H95 1.090
69 C 7.75157 -0.90137 -0.96257  C68 1.565, C70 1.464, H96 1.090, H97 1.090
70 C 7.47588 -1.94343 0.02857  C69 1.464, C71 1.542, H98 1.090, H99 1.090
71 C 8.20878 -3.28537 -0.17100  C70 1.542, H100 1.090, H101 1.090, H102 1.090
72 C 5.54648 2.91766 -1.67281  P63 1.858, C73 1.518, H103 1.090, H104 1.090
73 C 5.96523 4.06396 -0.76953  C72 1.518, C74 1.531, H105 1.090, H106 1.090
74 C 6.11160 3.65891 0.69948  C73 1.531, C75 1.549, H107 1.090, H108 1.090
75 C 6.12123 4.89263 1.63602  C74 1.549, H109 1.090, H110 1.090, H111 1.090
76 H 7.51949 -2.83283 -5.42296  C59 1.090
77 H 6.74764 -2.18547 -6.74788  C59 1.090
78 H 6.01199 -3.39190 -5.85277  C59 1.090
79 H 5.57803 -1.88702 -3.82918  C60 1.090
80 H 4.82498 -1.22469 -5.23259  C60 1.090
81 H 6.96823 0.29833 -5.29601  C61 1.090
82 H 7.66627 -0.65624 -3.96949  C61 1.090
83 H 4.92028 0.34251 -3.15286  C62 1.090
84 H 5.37835 1.54173 -4.12603  C62 1.090
85 H 8.79259 1.14281 -2.67225  C64 1.090
86 H 8.82008 2.55309 -1.65225  C64 1.090
87 H 7.67110 4.00254 -3.50423  C65 1.090
88 H 7.95381 2.72896 -4.64485  C65 1.090
89 H 9.53677 4.31726 -4.85344  C66 1.090
90 H 10.42982 2.97344 -4.25714  C66 1.090
91 H 11.30965 4.80817 -2.90566  C67 1.090
92 H 10.53094 3.76187 -1.94269  C67 1.090
93 H 9.75478 5.39889 -2.38197  C67 1.090
94 H 5.73692 -0.16400 -0.73471  C68 1.090
95 H 6.72598 0.86449 0.14593  C68 1.090
96 H 8.75475 -0.47517 -0.97186  C69 1.090
97 H 7.57519 -1.32301 -1.95212  C69 1.090
98 H 6.39739 -2.09277 0.07996  C70 1.090
99 H 7.80741 -1.60760 1.01113  C70 1.090
100 H 8.37566 -3.89143 0.71947  C71 1.090
101 H 9.21676 -3.07961 -0.53120  C71 1.090
102 H 7.68146 -3.90263 -0.89834  C71 1.090
103 H 4.69709 2.39125 -1.23747  C72 1.090
104 H 5.23184 3.24391 -2.66410  C72 1.090
105 H 5.42507 4.98972 -0.96775  C73 1.090
106 H 6.95625 4.32696 -1.13942  C73 1.090
107 H 6.97366 2.99186 0.69870  C74 1.090
108 H 5.26061 3.01783 0.92955  C74 1.090
109 H 6.36414 4.53056 2.63502  C75 1.090
110 H 5.05484 5.11730 1.65690  C75 1.090
111 H 6.70539 5.74940 1.30017  C75 1.090
112 C -2.84423 -2.22476 5.66124  C113 1.543, H129 1.090, H130 1.090, H131 1.090
113 C -3.12104 -1.09277 6.67193  C112 1.543, C114 1.563, H132 1.090, H133 1.090
114 C -1.97586 -0.15007 7.16631  C113 1.563, C115 1.554, H134 1.090, H135 1.090
115 C -1.26510 0.67061 6.05455  C114 1.554, P116 1.879, H136 1.090, H137 1.090
116 P 0.37586 1.42541 6.57340  C115 1.879, C117 1.881, C121 1.869, C125 1.788
117 C 1.96528 0.41882 6.57983  P116 1.881, C118 1.511, H138 1.090, H139 1.090
118 C 1.98608 -0.86834 7.37032  C117 1.511, C119 1.536, H140 1.090, H141 1.090
119 C 3.33271 -1.60381 7.30075  C118 1.536, C120 1.496, H142 1.090, H143 1.090
120 C 3.13054 -3.08465 7.23984  C119 1.496, H144 1.090, H145 1.090, H146 1.090
121 C 0.51542 3.06653 5.68924  P116 1.869, C122 1.526, H147 1.090, H148 1.090
122 C -0.51783 4.18189 5.81890  C121 1.526, C123 1.512, H149 1.090, H150 1.090
123 C 0.11063 5.54949 5.67840  C122 1.512, C124 1.523, H151 1.090, H152 1.090
124 C -0.82283 6.72299 5.94267  C123 1.523, H153 1.090, H154 1.090, H155 1.090
125 C 0.23131 1.89357 8.29273  P116 1.788, C126 1.562, H156 1.090, H157 1.090
126 C 1.20181 3.00111 8.81441  C125 1.562, C127 1.610, H158 1.090, H159 1.090
127 C 1.57253 3.00737 10.38124  C126 1.610, C128 1.525, H160 1.090, H161 1.090
128 C 1.98027 1.69040 11.03285  C127 1.525, H162 1.090, H163 1.090, H164 1.090
129 H -2.21482 -3.02668 6.04709  C112 1.090
130 H -2.50866 -1.77610 4.72625  C112 1.090
131 H -3.73181 -2.83279 5.48636  C112 1.090
132 H -3.59435 -1.48079 7.57387  C113 1.090
133 H -3.91077 -0.47849 6.23941  C113 1.090
134 H -1.28953 -0.71381 7.79818  C114 1.090
135 H -2.40317 0.51401 7.91765  C114 1.090
136 H -1.85375 1.55138 5.79799  C115 1.090
137 H -1.00641 0.15189 5.13145  C115 1.090
138 H 2.82464 0.98971 6.93157  C117 1.090
139 H 2.10204 0.27595 5.50793  C117 1.090
140 H 1.24909 -1.65577 7.21243  C118 1.090
141 H 1.81121 -0.48519 8.37566  C118 1.090
142 H 3.73808 -1.23349 8.24237  C119 1.090
143 H 4.07507 -1.22816 6.59656  C119 1.090
144 H 2.91033 -3.40541 8.25803  C120 1.090
145 H 4.08586 -3.60252 7.15449  C120 1.090
146 H 2.41667 -3.39123 6.47531  C120 1.090
147 H 0.53424 2.73891 4.64981  C121 1.090
148 H 1.53409 3.37331 5.92653  C121 1.090
149 H -1.07790 4.09901 6.75032  C122 1.090
150 H -1.21025 4.09360 4.98173  C122 1.090
151 H 0.41074 5.52114 4.63092  C123 1.090
152 H 1.03744 5.68777 6.23516  C123 1.090
153 H -1.83533 6.35514 5.77649  C124 1.090
154 H -0.63924 7.54442 5.25011  C124 1.090
155 H -0.80630 6.97302 7.00348  C124 1.090
156 H 0.27723 0.92794 8.79626  C125 1.090
157 H -0.77157 2.30234 8.41631  C125 1.090
158 H 0.80183 4.01425 8.77356  C126 1.090
159 H 2.06116 3.09664 8.15071  C126 1.090
160 H 0.86654 3.26037 11.17222  C127 1.090
161 H 2.40403 3.69769 10.52325  C127 1.090
162 H 2.53939 1.80150 11.96191  C128 1.090
163 H 2.71554 1.10172 10.48428  C128 1.090
164 H 1.16515 1.04965 11.36921  C128 1.090
165 C -0.27950 -5.23591 0.60993  C166 1.480, H182 1.090, H183 1.090, H184 1.090
166 C 0.00841 -6.57576 0.05235  C165 1.480, C167 1.500, H185 1.090, H186 1.090
167 C 0.82313 -6.61997 -1.20585  C166 1.500, C168 1.540, H187 1.090, H188 1.090
168 C 0.63338 -5.58140 -2.32637  C167 1.540, P169 1.773, H189 1.090, H190 1.090
169 P -0.81514 -5.71238 -3.34059  C168 1.773, C170 1.902, C174 1.820, C178 1.847
170 C -2.48290 -5.52207 -2.44623  P169 1.902, C171 1.612, H191 1.090, H192 1.090
171 C -3.56482 -6.70093 -2.63805  C170 1.612, C172 1.448, H193 1.090, H194 1.090
172 C -4.92187 -6.25994 -2.39377  C171 1.448, C173 1.540, H195 1.090, H196 1.090
173 C -5.94725 -7.22735 -3.01294  C172 1.540, H197 1.090, H198 1.090, H199 1.090
174 C -0.87566 -4.53613 -4.72850  P169 1.820, C175 1.602, H200 1.090, H201 1.090
175 C -1.88771 -4.85338 -5.92874  C174 1.602, C176 1.565, H202 1.090, H203 1.090
176 C -1.38537 -5.81125 -7.05927  C175 1.565, C177 1.523, H204 1.090, H205 1.090
177 C -2.29690 -6.08855 -8.24756  C176 1.523, H206 1.090, H207 1.090, H208 1.090
178 C -0.68009 -7.46338 -3.91228  P169 1.847, C179 1.600, H209 1.090, H210 1.090
179 C 0.61437 -7.96291 -4.70930  C178 1.600, C180 1.592, H211 1.090, H212 1.090
180 C 0.57048 -9.46747 -5.22851  C179 1.592, C181 1.538, H213 1.090, H214 1.090
181 C 1.79994 -10.17787 -4.63796  C180 1.538, H215 1.090, H216 1.090, H217 1.090
182 H -0.57311 -5.24770 1.65957  C165 1.090
183 H -1.06996 -4.68643 0.09871  C165 1.090
184 H 0.69256 -4.76244 0.47199  C165 1.090
185 H -0.94257 -7.10841 0.04744  C166 1.090
186 H 0.62097 -7.00190 0.84689  C166 1.090
187 H 0.66744 -7.61528 -1.62204  C167 1.090
188 H 1.87979 -6.66817 -0.94270  C167 1.090
189 H 1.57560 -5.59188 -2.87429  C168 1.090
190 H 0.47543 -4.55685 -1.98956  C168 1.090
191 H -2.83871 -4.50478 -2.60941  C170 1.090
192 H -2.27239 -5.62907 -1.38212  C170 1.090
193 H -3.35908 -7.62524 -2.09822  C171 1.090
194 H -3.51393 -7.05756 -3.66680  C171 1.090
195 H -4.91751 -5.20879 -2.68214  C172 1.090
196 H -5.12670 -6.42784 -1.33644  C172 1.090
197 H -5.65077 -8.27591 -2.98594  C173 1.090
198 H -6.02754 -6.96712 -4.06837  C173 1.090
199 H -6.99778 -7.25333 -2.72343  C173 1.090
200 H 0.14958 -4.25581 -4.97015  C174 1.090
201 H -1.27132 -3.61590 -4.29869  C174 1.090
202 H -2.11670 -3.91973 -6.44252  C175 1.090
203 H -2.82629 -5.34656 -5.67586  C175 1.090
204 H -1.18220 -6.82073 -6.70183  C176 1.090
205 H -0.45969 -5.37018 -7.42898  C176 1.090
206 H -2.49604 -5.19615 -8.84091  C177 1.090
207 H -3.20641 -6.50329 -7.81295  C177 1.090
208 H -1.81427 -6.78245 -8.93580  C177 1.090
209 H -1.50052 -7.61714 -4.61325  C178 1.090
210 H -0.98684 -8.13661 -3.11181  C178 1.090
211 H 1.56003 -7.81057 -4.18908  C179 1.090
212 H 0.67642 -7.43675 -5.66188  C179 1.090
213 H 0.66049 -9.50564 -6.31412  C180 1.090
214 H -0.28351 -10.08760 -4.95603  C180 1.090
215 H 1.93650 -10.23469 -3.55804  C181 1.090
216 H 2.67381 -9.59024 -4.91929  C181 1.090
217 H 1.95120 -11.21152 -4.94908  C181 1.090